Entry 1:
The following is a quantum chemistry calculation of a molecular structure, C51H62N2O3P4PdSi, from the OMol25 dataset.

Positions of all 124 atoms, in Å:
Pd: 0.92019 -0.63908 0.95589
C: -0.26732 0.13370 4.71889
C: 0.05134 1.25320 3.69996
P: -0.38314 1.01837 1.92205
C: -2.16476 1.32570 1.76433
C: -2.71644 1.24512 0.49041
C: -4.04881 1.56369 0.27647
C: -4.84657 1.94303 1.34840
C: -4.30701 1.99423 2.62708
C: -2.96885 1.68863 2.83900
C: 0.27352 2.60928 1.26503
C: -0.33867 3.82209 1.59007
C: 0.17766 5.01851 1.11300
C: 1.29472 5.01402 0.28556
C: 1.89373 3.81268 -0.06163
C: 1.39179 2.61381 0.43197
C: -0.13608 -1.30110 4.17599
P: -1.40655 -1.50485 2.85744
C: -2.79407 -2.36160 3.70358
C: -2.94387 -2.38584 5.08811
C: -4.01747 -3.05476 5.66562
C: -4.95913 -3.68437 4.86802
C: -4.83785 -3.63098 3.48430
C: -3.76964 -2.96409 2.90580
C: -0.84029 -2.92781 1.85709
C: -0.26749 -4.07379 2.40578
C: -0.12893 -5.21834 1.63896
C: -0.61373 -5.25081 0.33401
C: -1.18245 -4.11666 -0.22222
C: -1.26413 -2.94434 0.52508
H: -1.29113 0.25642 5.08220
H: 0.39334 0.26811 5.57664
H: 1.12370 1.44728 3.65975
H: -0.41599 2.18552 4.02298
H: -2.08375 0.93840 -0.32909
H: -4.46059 1.53052 -0.72685
H: -5.88796 2.19433 1.19054
H: -4.92710 2.28506 3.46576
H: -2.56544 1.74432 3.84368
H: -1.22658 3.83053 2.21303
H: -0.29412 5.95470 1.38604
H: 1.69611 5.94912 -0.08596
H: 2.75764 3.81438 -0.71761
H: 1.85585 1.67072 0.17505
H: -0.27463 -2.03028 4.97302
H: 0.83726 -1.46267 3.72119
H: -2.22577 -1.89124 5.73202
H: -4.11485 -3.07954 6.74440
H: -5.79348 -4.20548 5.32095
H: -5.58046 -4.10676 2.85521
H: -3.68678 -2.92026 1.82623
H: 0.05006 -4.07612 3.44238
H: 0.32656 -6.10279 2.06785
H: -0.56155 -6.16900 -0.23964
H: -1.59898 -4.15537 -1.22459
H: -1.72155 -2.05070 0.10907
O: -0.13562 0.36953 -1.45361
P: -0.65486 0.94668 -2.74100
C: -1.86702 2.26846 -2.63409
C: -2.90517 2.35694 -3.56400
C: -3.73956 3.46774 -3.56390
C: -3.53556 4.48645 -2.64279
C: -2.50155 4.39851 -1.71789
C: -1.66155 3.29800 -1.71502
C: -1.44886 -0.37532 -3.71359
C: -2.44620 -1.10631 -3.06256
C: -3.04445 -2.18925 -3.68868
C: -2.64461 -2.56583 -4.96627
C: -1.65931 -1.84350 -5.62573
C: -1.05995 -0.75039 -5.00334
C: 0.65112 1.64737 -3.77826
C: 0.34752 2.28544 -4.98252
C: 1.36923 2.75002 -5.79740
C: 2.69679 2.57597 -5.42003
C: 3.00214 1.98071 -4.20335
C: 1.98085 1.52719 -3.37482
H: -3.06962 1.55957 -4.28019
H: -4.54225 3.53743 -4.28755
H: -4.18463 5.35331 -2.64751
H: -2.34282 5.19558 -1.00176
H: -0.85112 3.22966 -0.99771
H: -2.76480 -0.80664 -2.06808
H: -3.83513 -2.73407 -3.18699
H: -3.11814 -3.40770 -5.45646
H: -1.36607 -2.11424 -6.63370
H: -0.35972 -0.13695 -5.56131
H: -0.68714 2.43214 -5.27375
H: 1.13222 3.25553 -6.72538
H: 3.49122 2.93183 -6.06440
H: 4.03630 1.88571 -3.89301
H: 2.20352 1.13870 -2.38247
N: 1.66472 -1.81033 -3.42688
C: 1.33498 -2.72078 -2.28947
P: 2.40838 -2.24354 -0.88404
O: 2.56847 -0.75944 -1.01700
O: 2.03838 -2.84703 0.42535
C: 4.12100 -2.91800 -1.21471
N: 4.84329 -2.50279 0.04508
H: 0.85613 -1.65099 -4.02830
H: 2.44193 -2.14346 -3.99075
H: 1.92869 -0.90265 -3.01218
H: 1.37157 -3.76964 -2.57468
H: 0.33191 -2.47821 -1.94010
H: 4.61070 -2.46471 -2.07373
H: 4.13585 -4.00300 -1.29455
H: 4.93540 -1.48223 0.07223
H: 5.75802 -2.92978 0.17328
H: 4.22667 -2.74159 0.83579
C: 3.92110 2.32294 2.78074
Si: 4.20461 0.70116 1.90505
C: 5.71963 -0.14010 2.65174
C: 4.72115 1.10443 0.12516
C: 2.74220 -0.43882 2.19152
H: 4.78064 2.98515 2.63699
H: 3.79777 2.17651 3.85899
H: 3.03682 2.84187 2.40743
H: 6.57617 0.53667 2.56924
H: 6.00370 -1.08605 2.17481
H: 5.57323 -0.34816 3.71623
H: 5.79763 1.29758 0.09655
H: 4.21751 2.02221 -0.19526
H: 4.47970 0.36135 -0.63883
H: 2.28870 -0.12726 3.13111
H: 2.94864 -1.50641 2.25408

Computed properties:
Kohn-Sham gap (spin up / spin down) = 6.37 / 6.37 eV
Net charge = +2
HOMO energy (spin up / spin down) = -11.8 / -11.8 eV
Spin multiplicity = 1

Mulliken atomic charge list, values in e, 5 entries: 0.764, -1.296, -1.054, 0.924, 0.414


Entry 2:
The following is a quantum chemistry calculation of a molecular structure, C51H64AsBBrN6OsS, from the OMol25 dataset.

Positions of all 126 atoms, in Å:
Os: 0.18000 -0.73741 -0.06930
C: -1.42544 2.31493 2.10694
C: 0.06098 2.60790 2.29462
C: 0.27363 4.08730 2.63862
C: 0.89358 2.23316 1.08628
C: 1.97835 2.99339 0.64827
C: 2.28591 2.57311 -0.63144
C: 3.35428 3.13181 -1.52761
C: 4.15539 2.02932 -2.21827
C: 2.82953 4.20554 -2.48726
N: 1.42039 1.59793 -0.94503
N: 0.62759 1.30974 0.12883
B: 0.78579 1.26985 -2.31394
N: 1.17133 -0.11075 -2.83203
N: 0.98256 -1.19242 -2.00074
C: 1.25496 -2.30055 -2.75618
C: 1.66051 -1.88061 -4.00807
C: 1.58042 -0.50179 -4.04237
C: 1.79539 0.26352 -5.33128
C: 0.67320 -0.14498 -6.29848
C: 1.93450 1.78185 -5.34314
C: 1.14214 -3.79079 -2.51783
C: 2.41436 -4.42400 -1.92990
C: -0.17787 -4.18358 -1.87254
N: -0.74598 1.22419 -2.14486
N: -1.29487 0.16419 -1.46418
C: -2.57485 0.07796 -1.87335
C: -2.85291 1.13859 -2.73942
C: -1.67938 1.84431 -2.88585
C: -1.45102 3.10060 -3.67365
C: -2.16992 4.26644 -2.98677
C: -1.92264 2.94204 -5.11866
C: -3.59654 -0.99337 -1.59246
C: -4.86359 -0.38904 -0.98151
C: -3.95015 -1.70147 -2.90722
H: -2.01593 2.94332 2.77310
H: -1.64958 1.27880 2.35335
H: -1.75364 2.50437 1.08217
H: 0.41240 2.05206 3.15866
H: 0.03928 4.73392 1.79189
H: 1.29415 4.29235 2.95817
H: -0.38142 4.35753 3.46587
H: 2.43899 3.81578 1.16344
H: 4.03109 3.64532 -0.83778
H: 3.51752 1.35959 -2.79298
H: 4.69000 1.42283 -1.48655
H: 4.88824 2.46611 -2.89720
H: 2.11844 3.80817 -3.20896
H: 3.66266 4.64024 -3.03980
H: 2.33658 5.00619 -1.93483
H: 1.08203 2.09796 -3.09140
H: 1.94517 -2.52661 -4.82047
H: 2.73405 -0.14464 -5.72007
H: -0.29527 0.17033 -5.90489
H: 0.63432 -1.22115 -6.45508
H: 0.82217 0.33699 -7.26450
H: 0.99688 2.27932 -5.09801
H: 2.20266 2.08108 -6.35674
H: 2.71190 2.14745 -4.67612
H: 1.09388 -4.18103 -3.53673
H: 2.20518 -5.44225 -1.59960
H: 2.82316 -3.86590 -1.09749
H: 3.18567 -4.47656 -2.69918
H: -0.43008 -3.51803 -1.06143
H: -0.14656 -5.20530 -1.49275
H: -0.98869 -4.11852 -2.59995
H: -3.79184 1.33828 -3.22546
H: -0.38414 3.32742 -3.67546
H: -3.25004 4.11432 -2.99923
H: -1.95399 5.20273 -3.50245
H: -1.85453 4.36742 -1.94750
H: -3.00645 2.82697 -5.16328
H: -1.47400 2.06999 -5.59455
H: -1.65869 3.82382 -5.70307
H: -3.17412 -1.74672 -0.93387
H: -5.38611 0.21314 -1.72664
H: -4.65077 0.25738 -0.13237
H: -5.54160 -1.17788 -0.65400
H: -4.42516 -1.01756 -3.61123
H: -4.64662 -2.51832 -2.71413
H: -3.06144 -2.11500 -3.38581
S: 1.72726 -2.16512 0.51952
C: 2.12264 -2.71759 2.15319
C: 2.98921 -3.81389 2.19419
C: 3.47555 -4.26052 3.40946
C: 3.12017 -3.60363 4.58146
C: 2.26134 -2.51858 4.53416
C: 1.73608 -2.08355 3.32031
As: 0.51186 -0.59263 3.19135
C: -0.99963 -1.26479 4.20326
C: -1.93585 -0.34937 4.68143
C: -3.02109 -0.78025 5.42718
C: -3.18632 -2.13359 5.68995
C: -2.27002 -3.04983 5.19911
C: -1.17844 -2.61859 4.45646
C: 1.38679 0.50044 4.55647
C: 0.94771 0.62820 5.86708
C: 1.68940 1.36940 6.77982
C: 2.87235 1.97768 6.39284
C: 3.31941 1.84767 5.08426
C: 2.57843 1.11618 4.17160
H: 3.28271 -4.30087 1.27412
H: 4.14586 -5.10876 3.44072
H: 3.51875 -3.93238 5.53187
H: 1.99096 -2.00746 5.44988
H: -1.81499 0.71132 4.48510
H: -3.73626 -0.06132 5.80460
H: -4.03188 -2.47328 6.27262
H: -2.40144 -4.10619 5.39518
H: -0.46195 -3.34343 4.08912
H: 0.03414 0.14743 6.19114
H: 1.34034 1.46248 7.79962
H: 3.44941 2.54701 7.10863
H: 4.24487 2.31629 4.77645
H: 2.93659 1.01834 3.15069
Br: -5.28424 -3.32242 2.89616
C: -3.72600 -2.64169 2.08047
C: -3.57237 -1.28074 1.91783
C: -2.46329 -0.80131 1.23500
C: -1.45483 -1.64110 0.77629
C: -1.61479 -3.01794 1.00256
C: -2.74718 -3.51254 1.62677
H: -4.33761 -0.59855 2.26178
H: -2.41710 0.25596 1.01564
H: -0.86104 -3.73062 0.71611
H: -2.86091 -4.57851 1.77325

Computed properties:
Kohn-Sham gap = 6.77 eV
Net charge = +1
HOMO energy = -10.3 eV
Spin multiplicity = 1
Relative energy (zero: lowest compared OMol25 entry of this formula, charge and spin) = 29.3 kcal/mol

Mulliken atomic charge list, values in e, 5 entries: 1.663, -0.921, 2.206, -1.899, -0.272


Entry 3:
The following is a quantum chemistry calculation of a single C51H67N3O molecule, from the OMol25 dataset.

Positions of all 122 atoms, in Å:
C: 0.51992 1.39987 2.83850
C: 0.87907 2.36935 1.88369
C: 0.17335 2.46263 0.67085
C: -0.91278 1.61449 0.39563
C: -1.71568 1.67784 -0.90315
C: -1.46269 2.66096 -1.90514
C: -1.63463 2.41300 -3.37273
O: -2.57599 0.78561 -1.09572
C: -1.20730 0.59440 1.32512
C: -0.50834 0.48481 2.53496
H: 1.07210 1.29979 3.78377
H: 1.71895 3.03576 2.10068
H: 0.46500 3.19452 -0.08346
H: -1.07590 3.62174 -1.59945
H: -0.69501 2.69847 -3.87370
H: -1.78955 1.32686 -3.43275
H: -1.99891 -0.12143 1.09947
H: -0.76682 -0.32154 3.23136
C: 4.03304 4.79601 -5.23465
C: 3.67702 4.37166 -6.66363
C: 4.17194 5.40263 -7.67602
C: 2.18759 4.10051 -6.78434
C: 1.26818 5.13620 -6.96303
C: -0.10401 4.88935 -6.96697
C: -1.09834 6.03828 -7.17558
C: -0.59322 7.14687 -8.11525
C: -1.65799 6.58545 -5.86345
C: -0.56448 3.55988 -6.72726
C: -2.00763 3.27074 -6.64851
N: -2.79546 3.20905 -7.82741
C: -2.55676 3.89805 -9.08391
C: -3.28882 5.06913 -9.39104
C: -4.50326 5.50419 -8.57249
C: -5.75806 4.78306 -9.03347
C: -4.67093 7.02370 -8.51618
C: -2.85315 5.86771 -10.46055
C: -1.72351 5.51662 -11.19123
C: -1.11459 4.28365 -10.97643
C: -1.56599 3.42504 -9.97084
C: -1.08297 1.98579 -9.89080
C: 0.29343 1.79378 -10.53240
C: -2.08810 0.95930 -10.41334
N: -4.04106 2.80280 -7.52441
N: -4.04155 2.61611 -6.18962
C: -5.30169 2.36276 -5.53770
C: -5.97255 3.44059 -4.91984
C: -5.51116 4.91148 -5.01958
C: -5.07563 5.50284 -3.67906
C: -6.60108 5.83071 -5.59552
C: -7.16971 3.17888 -4.25652
C: -7.75246 1.91827 -4.34061
C: -7.14558 0.90747 -5.07898
C: -5.91343 1.11391 -5.69565
C: -5.37239 -0.00907 -6.60323
C: -3.90660 -0.40290 -6.42184
C: -5.68444 0.23439 -8.08366
C: -2.82052 2.94437 -5.61328
C: -2.73816 3.08681 -4.10469
C: 0.37949 2.48717 -6.72524
C: -0.05606 1.02482 -6.75722
C: -0.27420 0.48839 -5.35732
C: 0.89974 0.09244 -7.49816
C: 1.73779 2.78824 -6.67595
H: 3.69925 4.04985 -4.50451
H: 5.11620 4.90968 -5.13314
H: 3.55538 5.75180 -4.98294
H: 4.17020 3.41250 -6.86690
H: 3.85780 5.13363 -8.68882
H: 3.78732 6.40013 -7.44149
H: 5.26398 5.43766 -7.65711
H: 1.62102 6.16714 -7.06544
H: -1.95410 5.58453 -7.69197
H: -0.27399 6.71910 -9.07609
H: -1.39811 7.86721 -8.33059
H: 0.24675 7.69929 -7.66866
H: -2.32490 5.84671 -5.39294
H: -0.83708 6.79662 -5.16034
H: -2.24100 7.50555 -6.02793
H: -4.29559 5.17052 -7.54624
H: -5.65993 3.72497 -8.77462
H: -6.64428 5.19196 -8.54086
H: -5.88578 4.87230 -10.11873
H: -3.75090 7.51320 -8.15953
H: -4.93302 7.43405 -9.50299
H: -5.47885 7.28368 -7.81934
H: -3.38669 6.78858 -10.71547
H: -1.34727 6.18626 -11.97388
H: -0.30502 3.96760 -11.63400
H: -0.97107 1.80493 -8.81405
H: 1.02781 2.48754 -10.09608
H: 0.64236 0.76828 -10.36638
H: 0.24499 1.95879 -11.61835
H: -3.05995 1.05431 -9.91539
H: -2.24806 1.07078 -11.49427
H: -1.71059 -0.05289 -10.22043
H: -4.65736 4.89926 -5.71651
H: -4.36221 4.85945 -3.15181
H: -4.60913 6.48494 -3.84409
H: -5.95893 5.64759 -3.04074
H: -7.01650 5.45442 -6.53944
H: -7.42520 5.93387 -4.87505
H: -6.18716 6.83433 -5.77244
H: -7.66528 4.00089 -3.73198
H: -8.70351 1.72951 -3.84920
H: -7.63496 -0.06297 -5.20647
H: -5.96387 -0.88615 -6.29894
H: -3.64897 -0.52022 -5.36349
H: -3.72321 -1.36191 -6.92661
H: -3.23550 0.33193 -6.88223
H: -6.76457 0.32309 -8.24942
H: -5.21142 1.16588 -8.42365
H: -5.31175 -0.60278 -8.68924
H: -3.71634 2.78958 -3.67360
H: -2.66617 4.18686 -3.91064
H: -1.02747 0.99116 -7.27234
H: -1.23166 0.86050 -4.99583
H: -0.32722 -0.60615 -5.32386
H: 0.51908 0.83224 -4.67886
H: 1.17641 0.48427 -8.48110
H: 1.80728 -0.06218 -6.90307
H: 0.40907 -0.88005 -7.64031
H: 2.47434 1.98528 -6.55824

Computed properties:
Kohn-Sham gap = 3.94 eV
Net charge = 0
HOMO energy = -4.8 eV
Spin multiplicity = 1
Relative energy (zero: lowest compared OMol25 entry of this formula, charge and spin) = 0.0 kcal/mol

Mulliken atomic charge list, values in e, 5 entries: -0.307, -0.649, -0.220, 0.187, 0.580